Here is a molecular structure, C11H21BrN5O3STc in a non-equilibrium geometry from the Open Molecules 2025 dataset. Energies are from ωB97M-V/def2-TZVPD.

```
43
Properties=species:S:1:pos:R:3
H 1.769 2.025 -0.856
O 1.709 0.982 0.476
H -3.043 2.173 -0.926
N 0.252 4.702 -1.677
O 3.302 -0.544 0.729
C 3.400 1.404 2.108
H -4.098 0.760 -0.991
H -2.550 -3.462 1.805
C -0.144 -3.697 0.624
C 2.791 0.526 1.049
H -2.327 -1.771 2.269
Tc -0.431 0.615 0.621
H -3.451 0.415 -3.311
O -0.936 0.307 -1.423
H 3.176 -3.709 0.439
H 3.820 0.779 2.892
H 1.952 -1.353 0.259
H 2.591 -3.844 -1.214
C 2.329 -4.025 -0.172
C -0.869 -2.544 0.917
N 1.448 2.754 -1.489
C 1.107 -3.269 0.211
C -3.076 1.088 -0.794
H 2.105 3.106 -2.169
Br -0.359 0.792 3.004
H 2.170 -5.091 -0.034
H 2.656 2.084 2.516
C -2.260 -2.478 1.443
C 0.448 3.524 -1.078
H -3.026 -0.229 0.904
S -0.640 3.096 0.166
N 1.085 -1.931 0.225
C -2.584 0.718 0.609
N -0.106 -1.465 0.677
H -2.920 1.463 1.328
H -2.966 -2.187 0.665
H -0.484 -4.714 0.726
N -2.503 0.252 -3.021
H -1.845 -0.118 -3.688
H 4.213 1.980 1.664
H -0.494 5.298 -1.361
H 0.911 5.073 -2.340
C -2.118 0.516 -1.781
```

**Expectation value of S²**: 0.77
**Lowest unoccupied orbital energy (spin up / spin down)**: -5.2 / -4.7 eV
**HOMO (spin up / spin down)**: -11.7 / -11.7 eV
**Electronic energy**: -108414.157 eV
**Total charge**: +1
**Energy above the lowest of the compared OMol25 structures with the same formula, charge and spin**: 1.60 kcal per mole
**Molar mass**: 481.29 g/mol
**2S+1**: 2